Entry 1:
Density functional theory data (the ωB97M-V functional and the def2-TZVPD basis) for a structure of composition C16H14BF4IN3O4Rh at a distorted geometry.

As for the multiplicity: 1. The calculation puts the energy at -1916.114852 Eh.

XYZ file:
```
44
Properties=species:S:1:pos:R:3:forces:R:3:lowdin_charge:R:1
Rh 0.12171 -0.32137 0.13742 0.7 0.7 0.0 1.3537
O -0.14580 1.84084 3.95184 0.0 0.0 0.0 0.0390
C -0.32741 3.07310 3.42983 0.0 -0.1 0.0 -0.2536
C -0.40585 4.12774 4.33876 0.0 0.1 -0.1 -0.0086
C -0.58931 5.41657 3.88596 0.0 0.1 0.0 -0.0742
C -0.69362 5.68491 2.52091 0.0 0.0 0.0 -0.0868
C -0.60241 4.64547 1.62168 0.0 0.0 0.0 -0.0298
C -0.41871 3.32686 2.05349 0.0 0.0 0.0 -0.0802
C -0.29125 2.25937 1.04372 0.1 0.2 -0.3 -0.3777
O -0.49297 1.01406 1.42042 -0.7 0.0 0.6 -0.1764
N 0.00881 2.54769 -0.18479 -0.1 -0.4 0.4 0.1123
N 0.09248 1.35967 -0.90113 0.7 0.4 -0.5 -0.1023
C 0.20923 1.46614 -2.18047 -0.2 -0.4 0.1 -0.0129
C 0.02567 0.34274 -3.05644 0.2 0.0 0.0 -0.1477
C 0.37013 0.40403 -4.41632 0.0 0.0 0.2 -0.0346
C 0.15544 -0.68391 -5.22696 -0.1 -0.2 0.0 -0.0805
C -0.41208 -1.85060 -4.68914 0.1 0.1 -0.1 -0.0515
C -0.76849 -1.93244 -3.36332 0.0 0.2 0.0 0.0029
C -0.57771 -0.81853 -2.53667 0.0 0.1 0.1 -0.3165
O -1.03710 -0.87206 -1.28669 -0.5 -0.1 -0.2 -0.1628
H -0.21537 1.19753 3.23049 0.0 -0.1 -0.1 0.0656
H -0.32320 3.90627 5.39421 0.0 0.0 0.0 0.1200
H -0.65651 6.22589 4.60190 0.0 0.0 0.0 0.1057
H -0.84325 6.69565 2.16764 0.0 0.0 0.0 0.1007
H -0.66776 4.82830 0.55748 0.0 0.0 0.0 0.1103
H 0.40761 2.46135 -2.56434 -0.2 0.0 0.0 0.1449
H 0.80953 1.31373 -4.80750 0.0 0.0 0.0 0.1146
H 0.42668 -0.64983 -6.27309 0.0 0.0 0.0 0.1018
H -0.56495 -2.71217 -5.32652 0.0 0.0 0.0 0.1100
H -1.18896 -2.82917 -2.93317 0.0 0.0 0.0 0.1266
F 1.50664 -1.59517 -0.77570 -0.3 -0.3 -0.2 -0.0279
B 1.13794 -3.02472 -0.45962 -0.3 -0.1 0.1 -1.1755
F 0.95636 -3.69585 -1.63282 0.1 0.1 0.1 0.1841
F 2.10643 -3.54238 0.35405 0.0 0.1 0.0 0.1751
F -0.10302 -2.86937 0.24663 0.3 -0.2 -0.1 0.0523
N -0.49136 -2.34274 2.95004 0.2 0.1 0.2 0.2110
C 0.69253 -1.74358 2.89536 0.3 0.3 -0.3 -0.5949
O 1.08142 -1.02972 1.94923 -0.2 -0.4 0.5 -0.0701
C 1.64504 -1.97740 4.04029 0.0 -0.1 -0.1 -0.5524
I 0.98249 -1.16982 5.89309 -0.1 0.1 0.0 0.8437
H -1.07516 -2.39144 2.13487 -0.1 0.0 -0.2 0.1139
H -0.70932 -2.93223 3.73375 -0.1 0.0 0.0 0.1127
H 2.59786 -1.52611 3.79491 0.0 0.0 0.0 0.0603
H 1.76132 -3.04326 4.21615 0.1 0.0 -0.1 0.0558
```
Positions in Å, forces in eV/Å.

***

Entry 2:
Density functional theory data (the ωB97M-V functional and the def2-TZVPD basis) for a structure of composition C17H39Br9O16S5 at a distorted geometry.

As for the multiplicity: 1. The calculation puts the energy at -27031.907605 Eh.

XYZ file:
```
86
Properties=species:S:1:pos:R:3:forces:R:3:lowdin_charge:R:1
O -34.60141 30.34274 -13.56680 -0.2 -0.8 -0.3 -0.2716
S -34.70234 31.40788 -12.63242 0.6 1.9 0.9 0.5955
O -35.62345 31.43436 -11.53539 0.0 -0.7 -0.2 -0.2652
O -33.21285 31.58571 -12.04611 -0.7 -0.5 0.4 -0.2554
C -33.02710 31.83557 -10.62414 1.5 1.0 0.2 -0.2721
C -33.41665 33.26927 -10.23311 -0.8 -1.5 -1.0 -0.1131
C -34.88647 32.92315 -13.51763 0.4 0.0 -0.2 -0.1080
H -31.93590 31.78210 -10.52974 -0.2 -0.2 -0.2 0.0764
H -33.39810 31.07767 -9.93272 -0.6 -0.1 -0.6 0.1107
H -32.98028 33.95110 -10.95981 0.3 0.2 0.3 0.0454
H -33.10843 33.41576 -9.20163 0.0 0.3 0.0 0.0227
H -34.50095 33.31791 -10.35693 0.0 0.4 0.5 0.0760
H -34.09463 32.97443 -14.26049 -0.1 0.0 0.1 0.0372
H -34.74003 33.77620 -12.86489 -0.2 -0.1 0.3 0.0583
H -35.85115 32.96031 -14.01207 -0.2 -0.1 0.1 0.0544
O -31.67905 34.21697 -14.79306 0.0 -0.6 -0.2 -0.2592
S -32.20384 35.46908 -14.36638 -0.4 1.1 0.3 0.5648
O -33.20416 35.52045 -13.34022 -0.4 -0.4 0.1 -0.2881
O -31.00232 36.36745 -13.82860 0.1 0.5 -0.1 -0.2546
C -30.52314 35.83525 -12.56430 1.2 -1.0 -0.4 -0.2690
C -29.10119 36.26343 -12.26616 0.4 0.8 0.0 -0.0621
C -32.75186 36.43271 -15.74564 0.5 0.0 1.1 -0.0925
H -30.39601 34.77007 -12.78744 -0.6 -0.1 0.7 0.1157
H -31.22882 36.05518 -11.77527 -0.2 -0.1 0.0 0.0518
H -28.53721 36.25275 -13.20055 0.1 0.1 0.1 0.0884
H -28.59166 35.58123 -11.58165 -0.4 -0.3 -0.1 0.0859
H -28.96680 37.23643 -11.78118 -0.3 0.2 -0.4 0.0679
H -31.88798 36.49525 -16.39757 -0.3 0.0 -0.5 0.0814
H -33.03110 37.40034 -15.33660 0.1 0.1 -0.1 0.0759
H -33.63808 35.91490 -16.09731 0.2 -0.1 -0.5 0.0525
O -34.58267 33.54205 -3.18409 -0.6 0.3 0.7 -0.2517
S -33.81304 32.84954 -4.14408 0.9 -0.3 -1.7 0.5568
O -32.62141 32.15944 -3.76913 0.4 -0.2 0.5 -0.2831
O -34.71345 31.82428 -4.96790 -0.5 0.2 0.1 -0.2583
C -34.66330 30.44146 -4.56588 -0.2 -1.2 -0.1 -0.2542
C -33.63685 29.66892 -5.36860 1.3 -0.2 1.4 -0.0863
C -33.41939 33.94680 -5.49665 -0.9 -1.1 0.0 -0.1091
H -35.64493 29.98302 -4.69858 -0.2 0.6 -0.1 0.1219
H -34.45133 30.35740 -3.49950 0.2 0.2 -0.1 0.1182
H -32.69047 30.20003 -5.22235 -0.1 0.2 -0.8 0.0455
H -33.85184 29.40284 -6.39595 -0.2 0.4 -0.1 0.0751
H -33.36149 28.74659 -4.83724 -0.6 -0.1 -0.1 0.0857
H -34.37405 34.40758 -5.74160 0.3 0.7 0.1 0.0751
H -33.17984 33.32203 -6.35447 0.4 -0.1 0.1 0.0345
H -32.58024 34.54818 -5.17941 -0.2 0.5 0.0 0.0765
O -39.50827 33.56184 -16.70175 -0.2 -0.5 0.5 -0.2738
S -38.20673 34.12513 -16.55437 -0.8 1.5 -1.8 0.5897
O -37.35375 33.79239 -15.48162 0.8 -0.5 0.5 -0.2538
O -37.44101 33.88911 -17.94068 -0.1 -0.3 1.1 -0.2641
C -38.24586 33.81921 -19.10914 0.2 -0.2 -2.4 -0.2703
C -37.47718 33.01448 -20.15938 0.3 -0.5 0.5 -0.0628
C -38.43291 35.89994 -16.62888 -0.1 0.0 1.0 -0.0987
H -38.40825 34.81192 -19.54850 0.0 0.2 0.5 0.1232
H -39.21952 33.34456 -19.01330 0.1 0.0 0.8 0.1150
H -36.55639 33.48434 -20.50138 -0.2 0.3 -0.1 0.0705
H -38.12550 32.77220 -21.00096 0.0 0.2 0.0 0.0815
H -37.14546 32.06841 -19.71959 -0.2 0.0 0.0 0.0772
H -38.12702 36.33878 -15.67850 0.1 -0.2 0.0 0.0680
H -39.50609 36.03112 -16.71456 0.0 0.2 -0.4 0.0664
H -37.84816 36.36592 -17.41038 -0.1 -0.1 -0.3 0.0687
C -31.07807 28.07502 -12.88050 0.5 0.3 0.2 -1.6088
Br -31.19406 26.65009 -14.15484 0.0 0.2 0.0 0.5967
Br -29.38773 29.05783 -13.01735 -0.2 -0.5 -0.1 0.5230
Br -31.48892 27.48863 -11.10316 0.1 -0.1 0.1 0.5744
H -31.78234 28.85040 -13.07537 -0.7 0.1 -0.5 -0.0622
C -29.57508 30.06862 -7.99814 0.0 0.1 0.4 -1.5690
Br -29.93742 28.30763 -7.26751 -0.4 0.4 -0.1 0.5730
Br -30.98245 31.42268 -7.74812 0.3 -0.7 -0.1 0.6182
Br -28.97313 29.90755 -9.80838 -0.2 0.3 0.3 0.5451
H -28.79729 30.45972 -7.36596 0.3 0.0 -0.2 -0.0422
C -31.26425 37.78747 -9.54499 -0.1 -0.2 1.2 -1.5919
Br -32.04744 38.95879 -10.84651 0.2 -0.4 0.3 0.6297
Br -32.35686 36.22026 -9.09066 0.2 0.6 -0.4 0.6218
Br -30.78001 38.67220 -7.86799 -0.2 0.1 -0.4 0.5586
H -30.31080 37.40353 -9.86382 0.0 -0.1 -0.5 -0.0611
C -33.55388 31.18161 -16.27348 0.3 -0.1 -0.8 -0.1400
C -35.01118 30.86279 -16.57819 0.4 -0.1 -0.1 -0.1264
O -35.46385 31.90276 -17.48286 0.3 0.2 -0.1 -0.2095
S -34.23999 32.76430 -18.06609 0.2 -1.2 1.7 0.5722
O -34.17534 34.00426 -17.39058 -0.1 0.7 0.7 -0.2253
O -34.20341 32.77669 -19.46428 -0.2 -0.4 -1.4 -0.2012
O -33.10559 31.78118 -17.52463 -0.1 0.4 0.0 -0.1836
H -32.95119 30.28227 -16.16675 -0.1 0.1 0.2 0.1394
H -33.38933 31.86288 -15.44233 0.0 -0.1 -0.3 0.0863
H -35.59556 30.83499 -15.66368 -0.3 0.1 -0.3 0.1121
H -35.06266 29.92216 -17.12870 -0.2 0.0 0.1 0.1373
```
Positions in Å, forces in eV/Å.

***

Entry 3:
Density functional theory data (the ωB97M-V functional and the def2-TZVPD basis) for a structure of composition C19H25N3O3 at a distorted geometry.

As for the multiplicity: 1. The calculation puts the energy at -1128.420004 Eh.

XYZ file:
```
50
Properties=species:S:1:pos:R:3:forces:R:3:lowdin_charge:R:1
C -2.60267 3.55650 -0.73794 1.9 2.6 -1.4 -0.0995
C -1.05580 3.50198 -0.64938 -1.7 5.3 3.5 -0.2179
C -0.60795 3.72223 0.86179 3.5 12.7 -8.3 -0.1067
C 0.84659 4.12297 1.03633 -5.6 5.4 -3.3 -0.2662
H 1.01099 4.59123 1.87573 0.2 2.2 5.3 0.0727
H 1.12536 5.02470 0.38809 -0.4 -1.6 -0.1 0.1782
C 1.61964 3.08578 0.96650 13.6 -8.7 -4.2 -0.2704
C 1.97730 2.53897 -0.58123 -2.8 2.5 4.2 -0.4794
O 1.71266 1.47424 -0.99525 0.1 -3.6 -0.8 0.1510
O 2.25702 3.51283 -1.36306 -2.2 9.0 14.1 0.2624
H 2.42842 3.20747 -2.06393 3.8 -6.5 -16.5 -0.0381
H 2.96360 3.33922 1.22895 -3.7 -0.3 -0.4 0.2526
C 1.42641 1.78522 1.60006 -0.3 0.4 8.1 -0.2391
C 1.21462 2.05242 3.34725 -6.2 6.6 -7.5 0.0598
H 1.19575 1.20961 3.76901 -0.3 -6.4 3.6 -0.0252
H 0.20214 2.77795 3.46911 2.2 -2.4 0.0 0.1401
H 1.90433 2.71627 3.56284 4.0 2.7 1.5 0.0031
C 2.49088 0.74186 1.77198 -6.0 -3.6 5.3 -0.0638
C 2.07109 -0.86194 1.86910 -1.0 6.2 0.8 -0.3234
O 2.03372 -1.39609 2.97156 0.3 -0.7 -2.2 0.0854
N 1.41976 -1.04774 0.68659 1.1 -11.6 10.0 0.2008
C 0.64207 -2.20972 0.72507 -2.3 -2.7 -7.4 -0.1415
N 0.07133 -2.53677 -0.50176 -0.7 3.8 1.4 0.1285
N -0.57111 -3.68209 -0.36892 1.3 -1.3 -2.8 -0.0770
C 0.08895 -4.37309 0.64372 -8.0 -7.8 -2.6 -0.0643
C 0.54724 -3.48011 1.36882 3.1 7.1 -0.5 -0.0699
H 0.85563 -3.42051 2.23086 3.3 -1.0 9.0 0.0211
H -0.43034 -5.37409 1.02595 1.7 2.1 -1.0 0.1716
C -1.29542 -4.15575 -1.52964 0.1 -1.1 -1.6 -0.1312
C -1.51688 -3.45656 -2.71146 5.3 4.8 7.2 -0.0748
C -2.05270 -3.99347 -3.74306 -3.7 2.1 -6.0 -0.2018
C -2.56436 -5.18767 -3.84750 -2.0 -7.3 2.2 -0.0601
C -2.44622 -6.06367 -2.61933 -1.2 0.0 -5.0 -0.0569
C -1.76795 -5.46850 -1.66955 2.0 -1.0 6.9 -0.1108
H -1.59141 -6.12428 -0.75307 -0.2 0.8 -1.0 0.1179
H -2.76784 -7.14840 -2.46712 0.3 1.8 -0.7 0.1287
H -3.09126 -5.63666 -4.71011 0.3 0.9 0.4 0.1098
H -2.51147 -3.30131 -4.47279 1.3 -0.1 -0.3 0.1349
H -1.00655 -2.44974 -2.66950 -1.2 -0.8 -0.6 0.1307
H 1.33357 -0.38458 0.13954 -1.3 7.9 -7.1 0.0069
H 3.07892 0.80747 2.58936 1.7 1.0 2.9 0.0881
H 3.01372 0.85229 1.05342 7.4 0.8 -9.4 0.0001
H 0.51160 1.39044 1.42352 -2.9 -1.4 -1.2 0.1024
H -1.05645 3.18074 1.41042 -5.1 -7.9 7.6 -0.0152
H -1.04731 4.86379 1.22870 0.2 -3.0 -1.3 0.1883
H -0.65790 4.30702 -1.32940 -0.2 -0.6 0.9 0.1308
H -0.71154 2.65512 -0.99271 1.8 -4.7 -1.8 0.0340
H -3.10773 2.76448 -0.27993 -0.7 -1.0 1.3 0.0398
H -2.65284 3.32786 -1.81734 -1.2 0.8 0.2 0.0722
H -2.92959 4.64208 -0.37028 0.2 -2.6 -1.1 0.1212
```
Positions in Å, forces in eV/Å.

***

Entry 4:
Density functional theory data (the ωB97M-V functional and the def2-TZVPD basis) for a cluster of 2 separate species, C2H3PS in total at a distorted geometry.

As for the multiplicity: 1. The SMILES is C#P.C=S. The calculation puts the energy at -817.426509 Eh.

XYZ file:
```
7
Properties=species:S:1:pos:R:3:forces:R:3:lowdin_charge:R:1
C -1.19166 -1.51186 -1.24160 1.2 -2.1 -2.0 -0.5522
P -0.49078 -2.58912 -2.12294 -0.8 1.3 1.3 0.6592
H -1.75785 -0.75122 -0.79981 -0.4 0.7 0.7 -0.1135
C 0.94362 1.18016 0.92654 0.8 1.3 0.7 -0.6012
S -0.47208 0.94304 1.61491 -0.4 -0.3 -0.1 0.5939
H 1.81869 0.59081 1.22262 -0.2 -0.1 -0.5 0.0026
H 1.15007 2.13818 0.40028 -0.1 -0.9 -0.1 0.0111
```
Positions in Å, forces in eV/Å.

***

Q: Number 4 is which compound?
A: C2H3PS